Record 1
A 12-piece molecular cluster, C36H104N16O12 overall at a distorted geometry. Source: the Open Molecules 2025 dataset; level of theory: wB97M-V/def2-TZVPD.

Geometry as XYZ:
```
168
Properties=species:S:1:pos:R:3:lowdin_charge:R:1
C -14.141 -15.137 15.918 -0.065
O -13.050 -15.155 16.864 -0.241
C -11.737 -14.987 16.371 -0.217
C -10.939 -14.540 17.611 -0.414
C -9.471 -14.209 17.294 -0.060
N -11.136 -15.662 18.567 0.041
H -14.109 -15.832 15.079 0.084
H -14.065 -14.102 15.584 0.084
H -15.049 -15.320 16.494 0.087
H -11.394 -15.918 15.920 0.127
H -11.694 -14.270 15.550 0.118
H -11.406 -13.674 18.081 0.132
H -9.010 -15.152 17.000 0.071
H -8.907 -13.976 18.197 0.072
H -9.229 -13.413 16.590 0.075
H -10.647 -16.382 18.054 0.057
H -12.096 -15.902 18.365 0.048
C -19.343 -11.980 14.121 -0.084
O -20.100 -10.846 14.602 -0.174
C -20.234 -9.763 13.727 -0.234
C -18.986 -8.925 13.648 -0.432
C -18.850 -7.988 14.900 -0.058
N -19.021 -7.983 12.560 0.023
H -18.350 -11.709 13.765 0.072
H -19.799 -12.651 13.393 0.084
H -19.078 -12.585 14.988 0.084
H -20.492 -10.052 12.708 0.119
H -21.096 -9.173 14.038 0.128
H -18.094 -9.544 13.555 0.129
H -18.750 -8.634 15.772 0.072
H -19.688 -7.297 14.997 0.074
H -17.987 -7.331 14.789 0.069
H -19.790 -7.332 12.634 0.071
H -18.202 -7.404 12.682 0.067
C -9.401 -5.489 14.934 -0.122
O -9.809 -6.063 16.167 -0.212
C -10.978 -6.930 16.107 -0.159
C -10.763 -8.043 15.045 -0.421
C -11.983 -9.049 15.132 -0.057
N -9.561 -8.794 15.350 0.029
H -8.604 -4.781 15.161 0.090
H -10.107 -4.920 14.329 0.087
H -9.065 -6.255 14.235 0.072
H -11.207 -7.275 17.115 0.126
H -11.768 -6.225 15.848 0.118
H -10.508 -7.710 14.039 0.119
H -12.164 -9.480 16.116 0.070
H -11.763 -9.967 14.587 0.067
H -12.892 -8.618 14.713 0.071
H -9.874 -9.470 16.033 0.059
H -8.972 -8.180 15.895 0.063
C -28.524 -13.791 15.495 -0.108
O -27.133 -13.554 15.740 -0.202
C -26.839 -12.201 16.125 -0.193
C -25.317 -12.108 16.327 -0.431
C -24.819 -13.042 17.507 -0.049
N -24.927 -10.801 16.725 0.027
H -29.176 -13.131 16.066 0.077
H -29.008 -14.745 15.707 0.082
H -28.688 -13.574 14.439 0.080
H -27.246 -11.551 15.351 0.117
H -27.390 -11.990 17.042 0.120
H -24.856 -12.394 15.382 0.137
H -23.752 -12.860 17.641 0.069
H -24.806 -14.100 17.244 0.070
H -25.323 -12.839 18.451 0.080
H -24.806 -10.850 17.726 0.059
H -23.962 -10.892 16.443 0.070
C -23.783 -9.037 9.305 -0.081
O -24.577 -9.060 10.496 -0.201
C -25.863 -9.605 10.435 -0.199
C -25.840 -11.131 10.146 -0.473
C -27.206 -11.721 10.257 -0.083
N -25.025 -11.902 11.070 0.045
H -23.696 -10.050 8.910 0.071
H -22.747 -8.803 9.548 0.089
H -24.238 -8.414 8.534 0.092
H -26.311 -9.297 11.379 0.133
H -26.461 -9.197 9.620 0.122
H -25.495 -11.310 9.128 0.126
H -27.164 -12.808 10.185 0.083
H -27.844 -11.275 9.494 0.087
H -27.566 -11.572 11.275 0.078
H -25.654 -11.998 11.856 0.057
H -24.258 -11.304 11.341 0.062
C -25.188 -9.299 21.843 -0.080
O -24.045 -8.997 20.946 -0.204
C -23.535 -7.657 21.157 -0.198
C -22.306 -7.347 20.276 -0.434
C -21.030 -8.072 20.654 -0.074
N -21.928 -5.928 20.412 0.020
H -26.127 -8.836 21.540 0.079
H -25.041 -9.170 22.916 0.082
H -25.344 -10.363 21.667 0.077
H -24.385 -6.998 20.976 0.115
H -23.292 -7.525 22.211 0.117
H -22.467 -7.543 19.216 0.136
H -20.886 -7.905 21.721 0.076
H -20.174 -7.692 20.097 0.081
H -21.227 -9.139 20.545 0.077
H -21.775 -5.674 21.377 0.068
H -22.711 -5.376 20.093 0.063
C -20.983 -2.496 11.739 -0.133
O -22.249 -2.455 12.337 -0.207
C -23.199 -1.515 11.716 -0.154
C -23.577 -1.957 10.293 -0.458
C -24.510 -0.917 9.696 -0.074
N -24.069 -3.323 10.056 0.057
H -20.322 -3.013 12.434 0.085
H -20.546 -1.516 11.546 0.094
H -21.011 -3.157 10.872 0.080
H -24.129 -1.502 12.285 0.125
H -22.862 -0.479 11.751 0.117
H -22.688 -2.017 9.666 0.123
H -24.400 -0.846 8.614 0.076
H -24.363 0.103 10.053 0.069
H -25.571 -1.032 9.918 0.078
H -24.818 -3.526 10.703 0.069
H -23.322 -3.817 10.523 0.051
C -19.241 -12.430 7.674 -0.130
O -18.194 -11.517 7.766 -0.212
C -17.412 -11.642 9.010 -0.165
C -16.354 -10.554 8.857 -0.425
C -15.299 -10.439 10.033 -0.052
N -16.932 -9.230 8.765 0.034
H -18.913 -13.415 8.005 0.082
H -19.685 -12.508 6.681 0.091
H -19.980 -12.132 8.418 0.082
H -17.992 -11.610 9.932 0.122
H -16.947 -12.628 9.026 0.120
H -15.867 -10.807 7.914 0.136
H -14.660 -9.559 9.957 0.071
H -14.747 -11.371 10.154 0.065
H -15.787 -10.300 10.998 0.058
H -17.694 -9.461 8.145 0.054
H -17.510 -9.064 9.576 0.063
N -15.197 -4.350 9.818 0.163
C -15.185 -3.917 11.012 -0.856
N -14.692 -2.702 11.073 0.168
O -15.655 -4.529 11.908 0.055
H -15.720 -5.207 9.711 0.127
H -15.024 -3.792 8.995 0.117
H -14.592 -2.240 11.966 0.118
H -14.236 -2.374 10.234 0.106
N -26.590 -6.660 15.002 0.155
C -26.019 -5.660 14.377 -0.811
N -24.832 -5.389 14.816 0.172
O -26.578 -5.136 13.448 0.035
H -25.959 -7.319 15.433 0.100
H -27.544 -6.902 14.774 0.118
H -24.206 -4.807 14.279 0.118
H -24.411 -5.930 15.558 0.109
N -15.260 -0.367 17.475 0.152
C -15.211 -0.942 16.300 -0.801
N -15.965 -1.959 16.298 0.167
O -14.580 -0.496 15.336 0.008
H -15.797 -0.811 18.207 0.106
H -14.819 0.537 17.558 0.121
H -15.984 -2.483 15.435 0.129
H -16.468 -2.276 17.115 0.119
N -23.199 -15.848 9.123 0.148
C -22.660 -16.692 10.013 -0.767
N -22.841 -16.247 11.220 0.155
O -22.107 -17.733 9.699 0.024
H -23.656 -15.052 9.544 0.092
H -23.071 -16.017 8.135 0.114
H -22.637 -16.814 12.031 0.121
H -23.187 -15.317 11.405 0.104
```

## Properties
E_HOMO (eV): -9.220
Frontier orbital gap (eV): 9.2
Structure (SMILES): COC[C@H](C)N.COC[C@H](C)N.COC[C@H](C)N.COC[C@H](C)N.COC[C@H](C)N.COC[C@H](C)N.COC[C@H](C)N.COC[C@H](C)N.NC(N)=O.NC(N)=O.NC(N)=O.NC(N)=O
Energy above the lowest of the compared OMol25 structures with the same formula, charge and spin (kJ/mol): 616.77
E_tot (hartree): -3212.7753

Record 2
One molecule with the formula C3H7NO2. Source: the Open Molecules 2025 dataset; level of theory: wB97M-V/def2-TZVPD.

Geometry as XYZ:
```
13
Properties=species:S:1:pos:R:3:nbo_charge:R:1
N -0.940 -1.101 -1.058 -0.832
C -1.060 0.259 -0.983 0.681
O -1.960 0.863 -1.539 -0.616
C 0.014 1.023 -0.211 -0.526
C 1.114 0.221 0.457 -0.073
O 0.480 -0.662 1.375 -0.734
H -0.397 -1.582 -0.359 0.401
H -1.749 -1.579 -1.427 0.399
H -0.516 1.605 0.550 0.241
H 0.447 1.746 -0.910 0.242
H 1.704 -0.333 -0.287 0.167
H 1.799 0.907 0.979 0.176
H 1.097 -1.345 1.645 0.474
```

## Properties
E_HOMO (eV): -9.617
Frontier orbital gap (eV): 10.2
Structure (SMILES): NC(=O)CCO
Energy above the lowest of the compared OMol25 structures with the same formula, charge and spin (kJ/mol): 56.07
E_tot (hartree): -323.7596

Record 3
A 6-piece molecular cluster, H12O6 overall at a distorted geometry. Source: the Open Molecules 2025 dataset; level of theory: wB97M-V/def2-TZVPD.

Geometry as XYZ:
```
18
Properties=species:S:1:pos:R:3:nbo_charge:R:1
O 1.614 2.910 1.206 -0.965
H 0.836 2.751 0.663 0.490
H 1.338 3.242 2.018 0.467
O -2.074 -2.510 -1.595 -0.959
H -1.387 -1.837 -1.581 0.487
H -1.587 -3.257 -1.886 0.462
O 1.591 0.057 1.292 -0.958
H 1.727 0.997 1.292 0.488
H 0.652 -0.087 1.469 0.453
O -0.088 -0.420 -1.419 -0.971
H 0.717 -0.582 -1.910 0.484
H 0.084 0.396 -0.970 0.495
O 0.247 -3.079 0.295 -0.947
H 0.198 -2.127 0.184 0.473
H -0.676 -3.311 0.451 0.470
O -0.685 2.164 0.102 -0.950
H -1.260 2.044 0.860 0.488
H -1.250 2.655 -0.475 0.491
```

## Properties
E_HOMO (eV): -10.752
Frontier orbital gap (eV): 10.6
Structure (SMILES): O.O.O.O.O.O
Energy above the lowest of the compared OMol25 structures with the same formula, charge and spin (kJ/mol): 114.91
E_tot (hartree): -458.6287

Record 4
A 6-piece molecular cluster, C31H63N2O10S overall at a distorted geometry. Source: the Open Molecules 2025 dataset; level of theory: wB97M-V/def2-TZVPD.

Geometry as XYZ:
```
107
Properties=species:S:1:pos:R:3:lowdin_charge:R:1
C -0.245 -1.957 2.596 -0.082
C -0.607 -1.571 4.039 -0.419
C 0.582 -1.955 4.968 -0.096
C -1.867 -2.288 4.542 -0.213
C -3.185 -2.023 3.800 -0.230
N -3.192 -2.878 2.504 0.050
C -4.278 -3.143 2.068 -0.853
S -5.640 -3.404 1.284 0.568
C -3.379 -0.616 3.478 -0.241
C -3.405 0.320 4.530 -0.059
C -3.549 1.663 4.231 -0.103
C -3.684 2.049 2.905 -0.224
N -3.692 1.192 1.888 0.038
C -3.540 -0.104 2.174 -0.115
H -0.713 -1.278 1.879 0.069
H 0.835 -1.845 2.462 0.068
H -0.545 -2.977 2.366 0.064
H -0.707 -0.485 4.102 0.121
H 0.228 -2.113 5.988 0.061
H 1.052 -2.868 4.597 0.067
H 1.339 -1.167 4.971 0.065
H -2.015 -2.068 5.604 0.088
H -1.671 -3.365 4.485 0.105
H -3.309 -0.019 5.553 0.106
H -3.561 2.404 5.021 0.087
H -3.787 3.107 2.668 0.074
H -3.548 -0.778 1.327 0.089
C -2.179 4.940 -2.310 -0.121
O -2.936 3.786 -2.016 -0.190
C -3.301 3.684 -0.641 -0.199
C -4.726 4.119 -0.401 -0.193
O -4.923 5.504 -0.679 -0.194
C -5.506 5.743 -1.942 -0.127
H -2.144 5.047 -3.394 0.088
H -2.625 5.841 -1.880 0.083
H -1.153 4.834 -1.936 0.070
H -2.615 4.271 -0.021 0.126
H -3.207 2.637 -0.343 0.110
H -4.968 3.956 0.652 0.114
H -5.410 3.511 -1.001 0.128
H -6.572 5.486 -1.934 0.085
H -5.009 5.174 -2.732 0.082
H -5.405 6.807 -2.157 0.084
C -0.104 -4.478 -3.634 -0.116
O -0.423 -5.589 -2.818 -0.196
C 0.485 -5.780 -1.744 -0.210
C -0.050 -5.226 -0.440 -0.209
O -0.187 -3.820 -0.479 -0.195
C -1.528 -3.402 -0.712 -0.094
H -0.964 -4.283 -4.272 0.088
H 0.103 -3.587 -3.038 0.084
H 0.763 -4.699 -4.267 0.085
H 1.456 -5.331 -1.978 0.124
H 0.633 -6.861 -1.638 0.115
H 0.657 -5.468 0.360 0.129
H -1.008 -5.697 -0.193 0.120
H -2.138 -3.553 0.183 0.066
H -1.972 -3.942 -1.552 0.083
H -1.507 -2.339 -0.945 0.093
C -1.843 -10.522 1.214 -0.119
O -1.793 -9.160 0.844 -0.187
C -2.134 -8.927 -0.515 -0.200
C -3.557 -8.438 -0.667 -0.198
O -4.503 -9.422 -0.276 -0.194
C -5.031 -9.205 1.021 -0.110
H -1.791 -10.568 2.301 0.088
H -2.769 -10.998 0.883 0.083
H -0.989 -11.070 0.797 0.086
H -1.973 -9.832 -1.111 0.126
H -1.459 -8.153 -0.893 0.109
H -3.738 -8.210 -1.722 0.127
H -3.703 -7.517 -0.094 0.129
H -5.740 -8.371 1.017 0.091
H -4.243 -8.998 1.749 0.085
H -5.556 -10.113 1.317 0.085
C 1.821 2.621 -2.154 -0.101
O 3.178 3.002 -1.997 -0.189
C 3.707 3.705 -3.107 -0.208
C 3.745 5.199 -2.868 -0.208
O 2.441 5.747 -2.754 -0.189
C 2.039 5.968 -1.414 -0.107
H 1.455 2.300 -1.180 0.094
H 1.206 3.452 -2.508 0.076
H 1.733 1.785 -2.855 0.089
H 3.135 3.482 -4.014 0.126
H 4.732 3.350 -3.259 0.122
H 4.226 5.680 -3.727 0.122
H 4.341 5.426 -1.979 0.116
H 2.541 6.850 -1.000 0.087
H 2.251 5.103 -0.781 0.088
H 0.965 6.145 -1.419 0.078
C 8.741 8.312 0.012 -0.113
O 9.472 7.132 -0.266 -0.192
C 8.821 5.948 0.169 -0.205
C 8.118 5.235 -0.964 -0.202
O 7.046 6.003 -1.491 -0.202
C 7.376 6.676 -2.692 -0.114
H 9.201 9.122 -0.551 0.088
H 7.695 8.220 -0.290 0.083
H 8.786 8.553 1.079 0.088
H 8.108 6.174 0.969 0.127
H 9.588 5.285 0.580 0.125
H 7.694 4.301 -0.583 0.128
H 8.833 4.984 -1.754 0.126
H 7.415 5.968 -3.527 0.089
H 8.335 7.194 -2.614 0.083
H 6.593 7.407 -2.889 0.089
```

## Properties
E_HOMO (eV): -2.612
Frontier orbital gap (eV): 4.6
Net charge: -1
Energy above the lowest of the compared OMol25 structures with the same formula, charge and spin (kJ/mol): 0.00
E_tot (hartree): -2478.8365